(1)
11
Properties=species:S:1:pos:R:3:mulliken_charge:R:1 method="wB97M-V/def2-TZVPD" gap_ev=6.99 charge=-1 multiplicity=1 e_above_lowest_kcal_mol=16.51 smiles="O=C([O-])CCS" homo_ev=-3.64
O 0.590 -1.612 1.269 -0.72
C 0.756 -0.380 1.534 0.56
O 1.363 0.264 2.357 -0.68
C -0.269 0.517 0.579 -0.78
C -0.677 -0.045 -0.809 -0.43
S 0.602 0.437 -2.112 -0.29
H 0.388 1.318 0.458 0.30
H -1.086 0.791 1.226 0.31
H -1.553 0.572 -1.128 0.24
H -0.869 -1.099 -0.715 0.39
H 0.755 -0.764 -2.659 0.10

=====

(2)
30
Properties=species:S:1:pos:R:3:lowdin_spin:R:1 method="wB97M-V/def2-TZVPD" gap_ev="5.93 / 6.29" charge=-1 multiplicity=3 e_above_lowest_kcal_mol=13.51 homo_ev="-3.56 / -4.18"
Ni 0.409 -1.164 1.414 1.34
Se -1.638 0.847 4.331 0.10
Te -0.967 -1.310 3.448 0.17
Te 1.776 -1.176 3.556 0.08
Se 2.190 -2.666 1.594 0.18
Cl 0.591 -0.571 -1.754 0.00
C -0.372 -1.959 -1.385 0.01
C -0.625 -2.244 -0.034 0.07
C -1.400 -3.400 0.153 0.01
Cl -1.830 -3.886 1.755 0.01
C -1.880 -4.197 -0.880 0.00
Cl -2.847 -5.589 -0.556 0.00
C -1.586 -3.860 -2.195 0.00
Cl -2.148 -4.833 -3.498 0.00
C -0.838 -2.716 -2.450 0.00
Cl -0.520 -2.239 -4.077 0.00
C 1.134 4.732 -0.774 0.00
C 0.906 3.375 -0.188 0.00
C -0.369 2.916 0.111 0.00
C -0.534 1.668 0.684 0.00
N 0.490 0.872 0.975 0.03
C 1.721 1.306 0.694 0.01
C 1.972 2.531 0.112 0.00
H 0.196 5.181 -1.087 0.00
H 1.804 4.683 -1.631 0.00
H 1.590 5.386 -0.030 0.00
H -1.236 3.531 -0.081 0.00
H -1.522 1.301 0.931 0.00
H 2.547 0.646 0.958 0.00
H 2.987 2.835 -0.094 0.00

=====

(3)
10
Properties=species:S:1:pos:R:3:mulliken_charge:R:1 method="wB97M-V/def2-TZVPD" gap_ev=10.05 charge=0 multiplicity=1 e_above_lowest_kcal_mol=26.14 homo_ev=-9.07
C -1.220 0.529 0.353 -0.82
N 1.334 -0.012 -0.487 -0.36
C 0.536 -0.954 0.124 0.12
N -0.707 -0.846 0.405 -0.47
H -0.533 1.257 0.782 0.28
H -2.190 0.500 0.829 0.26
H -1.391 0.851 -0.689 0.31
H 2.290 -0.279 -0.605 0.21
H 1.027 0.924 -0.612 0.19
H 0.854 -1.972 -0.101 0.29

=====

(4)
70
Properties=species:S:1:pos:R:3:mulliken_charge:R:1 method="wB97M-V/def2-TZVPD" gap_ev=8.99 charge=0 multiplicity=1 e_above_lowest_kcal_mol=0.00 homo_ev=-8.68
Na 2.187 2.011 15.358 0.95
F 2.747 2.208 17.539 -0.94
C 1.811 -2.637 14.196 -0.39
O 3.219 -2.485 14.377 -0.39
P 3.725 -1.316 15.295 0.29
O 3.417 0.035 14.841 0.52
O 5.238 -1.631 15.476 -0.41
C 6.175 -1.514 14.383 -0.53
O 3.112 -1.661 16.688 -0.39
C 3.256 -0.734 17.775 -0.68
H 1.461 -3.501 14.760 0.25
H 1.597 -2.780 13.139 0.27
H 1.257 -1.757 14.537 0.01
H 5.651 -1.397 13.437 0.28
H 6.756 -2.433 14.369 0.30
H 6.826 -0.672 14.602 0.08
H 4.227 -0.867 18.259 0.28
H 2.493 -0.965 18.516 0.33
H 3.129 0.314 17.471 0.28
C -0.123 -1.677 17.494 -0.15
O -1.150 -1.301 16.561 -0.37
P -1.073 0.128 15.895 0.48
O 0.256 0.479 15.400 0.04
O -2.197 0.066 14.809 -0.40
C -3.466 -0.531 15.093 -0.67
O -1.648 1.151 16.937 -0.32
C -0.826 1.656 18.011 -0.35
H -0.585 -1.851 18.464 0.37
H 0.657 -0.921 17.565 -0.26
H 0.334 -2.603 17.150 0.25
H -4.201 -0.041 14.463 0.24
H -3.733 -0.412 16.143 0.31
H -3.440 -1.596 14.865 0.23
H 0.239 1.481 17.842 0.09
H -1.150 1.194 18.942 0.24
H -0.999 2.727 18.063 0.23
C 8.289 4.839 15.596 -0.47
O 7.975 3.807 16.527 -0.22
P 8.156 2.289 16.091 0.26
O 9.275 2.047 15.205 -0.74
O 8.201 1.577 17.487 -0.32
C 9.400 1.718 18.273 -0.76
O 6.780 1.845 15.529 0.46
C 5.545 1.983 16.258 -0.09
H 9.348 5.081 15.627 0.31
H 7.690 5.709 15.868 0.27
H 7.981 4.563 14.583 0.03
H 10.128 2.365 17.782 0.32
H 9.854 0.739 18.391 0.27
H 9.122 2.166 19.222 0.27
H 5.530 2.890 16.857 0.61
H 5.355 1.107 16.867 0.14
H 4.757 2.058 15.517 -0.33
C 6.162 4.432 12.756 -0.86
O 5.012 3.753 13.267 0.09
P 3.845 3.319 12.301 0.65
O 2.836 2.548 13.011 -0.44
O 3.368 4.615 11.559 -0.39
C 2.341 5.431 12.120 -0.67
O 4.530 2.587 11.085 -0.41
C 5.033 1.262 11.299 -0.42
H 6.337 5.319 13.361 0.27
H 6.033 4.734 11.716 0.43
H 7.021 3.763 12.817 0.26
H 2.273 5.329 13.203 0.29
H 1.379 5.194 11.670 0.27
H 2.565 6.471 11.887 0.26
H 4.852 0.912 12.318 -0.03
H 6.107 1.259 11.116 0.30
H 4.539 0.582 10.609 0.32

=====

(5)
6
Properties=species:S:1:pos:R:3:lowdin_spin:R:1 method="wB97M-V/def2-TZVPD" gap_ev="7.48 / 6.02" charge=-2 multiplicity=6 homo_ev="-2.02 / -1.83"
Fe 0.245 -0.228 -0.098 4.12
Br -1.753 1.090 1.183 0.24
Br -0.457 1.417 -2.446 0.17
Br 2.127 1.428 0.010 0.15
Br 0.858 -1.616 2.262 0.15
Br -1.021 -2.091 -0.913 0.18

=====

(6)
20
Properties=species:S:1:pos:R:3:mulliken_charge:R:1 method="wB97M-V/def2-TZVPD" gap_ev=8.63 charge=0 multiplicity=1 e_above_lowest_kcal_mol=22.59 smiles="CC/C=C/N.O.O" homo_ev=-7.89
C 2.840 -0.513 0.408 -1.10
C 1.893 0.159 1.398 -0.36
C 0.528 0.314 0.752 -0.35
C 0.238 1.329 -0.081 -0.19
N -0.827 1.353 -0.990 -0.45
H 3.094 0.186 -0.392 0.29
H 3.810 -0.807 0.820 0.33
H 2.373 -1.365 -0.076 0.32
H 2.268 1.153 1.656 0.27
H 1.811 -0.458 2.298 0.27
H 0.098 -0.638 0.426 0.22
H 0.552 2.333 0.180 0.30
H -0.724 2.189 -1.563 0.24
H -0.915 0.556 -1.617 0.23
H -3.131 -0.172 1.057 0.33
H -2.742 -1.584 1.060 0.33
O -3.351 -0.992 0.586 -0.71
H -2.903 -0.833 -1.248 0.37
H -2.552 -1.476 -2.626 0.29
O -2.360 -0.732 -2.047 -0.64

=====

(7)
15
Properties=species:S:1:pos:R:3:mulliken_charge:R:1 method="wB97M-V/def2-TZVPD" gap_ev=10.94 charge=0 multiplicity=1 e_above_lowest_kcal_mol=32.79 smiles="COCC(=O)OC" homo_ev=-10.08
C 1.151 0.389 -2.120 -0.65
O 1.596 1.006 -0.933 -0.34
C 1.276 0.266 0.204 -0.26
C -0.212 0.324 0.540 0.58
O -0.957 1.222 0.240 -0.54
O -0.582 -0.758 1.246 -0.32
C -1.949 -0.765 1.667 -0.62
H 1.456 1.032 -2.949 0.23
H 0.057 0.283 -2.138 0.27
H 1.611 -0.604 -2.248 0.29
H 1.590 -0.786 0.123 0.29
H 1.817 0.717 1.044 0.26
H -2.100 -0.040 2.473 0.28
H -2.605 -0.508 0.832 0.30
H -2.149 -1.778 2.019 0.23

=====

(8)
14
Properties=species:S:1:pos:R:3:mulliken_charge:R:1 method="wB97M-V/def2-TZVPD" gap_ev="6.49 / 6.49" charge=-2 multiplicity=1 e_above_lowest_kcal_mol=27.72 homo_ev="-0.42 / -0.42"
C -1.327 0.195 -0.626 -0.79
C -1.249 0.976 0.659 -0.33
N 0.000 1.496 1.311 -0.42
O 2.891 -1.804 0.632 -0.66
O 1.531 -1.198 -1.555 -0.63
O 0.402 -2.314 0.479 -0.67
P 1.593 -1.641 -0.115 0.68
S 1.290 0.525 0.980 0.01
Br 2.693 1.684 -0.597 -0.44
H -0.533 -0.527 -0.843 0.15
H -2.233 -0.383 -0.819 0.30
H -1.387 0.781 -1.502 0.31
H -1.980 1.799 0.551 0.30
H -1.692 0.412 1.445 0.19

=====

The records above yield E values of -18123.312 -262985.395 -5150.786 -90089.181 -384605.723 -9943.217 -10419.582 -99955.503 eV, respectively.